1.
This record from the Open Molecules 2025 dataset describes a 2-piece molecular cluster, CH7NS2 overall in a non-equilibrium geometry. The level of theory is ωB97M-V with the def2-TZVPD basis set.

```
11
Properties=species:S:1:pos:R:3:mulliken_charge:R:1
C 2.64 -1.30 0.71 -0.613
N 3.57 -0.44 0.00 -0.411
H 3.01 -2.24 1.11 0.232
H 2.10 -0.79 1.50 0.256
H 1.91 -1.61 -0.03 0.226
H 4.25 -0.80 -0.63 0.144
H 3.56 0.52 0.28 0.166
S -4.53 1.67 -1.40 -0.169
S -6.28 1.75 -0.28 -0.148
H -3.92 2.81 -1.03 0.157
H -6.33 0.43 -0.23 0.160
```

The calculation puts the largest force on an atom at 1.27 eV Å⁻¹. Its energy relative to the best compared isomer or geometry (same formula, charge and spin) is 104.6 kJ/mol. The calculation puts the HOMO energy at -8.54 eV. Its SMILES is CN.SS. For the frontier orbital gap, the calculation gives 0.325 hartree.

---

2.
This record from the Open Molecules 2025 dataset describes C4F12InO12S4 as an isolated structure in a non-equilibrium geometry. The level of theory is ωB97M-V with the def2-TZVPD basis set.

```
33
Properties=species:S:1:pos:R:3:mulliken_charge:R:1
In 1.83 0.32 0.46 1.044
C -2.92 1.76 2.78 0.474
F -2.61 3.07 2.75 -0.216
F -2.26 1.35 3.82 -0.204
F -4.26 1.70 2.91 -0.191
S -2.27 0.89 1.27 1.114
O -2.97 1.51 0.11 -0.580
O -0.84 1.09 1.20 -0.498
O -2.62 -0.54 1.45 -0.627
C -0.73 -2.33 -3.36 0.648
F -0.78 -1.55 -4.45 -0.199
F -1.43 -3.48 -3.57 -0.189
F 0.50 -2.53 -3.12 -0.197
S -1.51 -1.41 -1.78 0.975
O -2.36 -2.44 -1.16 -0.401
O -0.40 -0.96 -0.87 -0.355
O -2.31 -0.25 -2.21 -0.347
C 3.08 -4.97 -0.17 0.614
F 2.48 -4.79 -1.39 -0.176
F 2.28 -5.46 0.80 -0.184
F 4.18 -5.70 -0.36 -0.183
S 3.84 -3.37 0.59 1.078
O 5.16 -3.27 0.00 -0.450
O 2.88 -2.37 0.27 -0.371
O 3.84 -3.52 2.04 -0.353
C -0.16 5.25 1.02 0.665
F 0.19 6.50 0.85 -0.189
F 0.64 4.73 2.00 -0.215
F -1.47 5.08 1.33 -0.174
S 0.15 4.15 -0.56 1.032
O -1.11 3.59 -1.10 -0.371
O 0.95 4.90 -1.55 -0.516
O 0.98 3.03 0.00 -0.457
```

The calculation puts the largest force on an atom at 4.19 eV Å⁻¹. The calculation puts the HOMO energy (spin up / spin down) at -8.99 / -9.91 eV. Its spin multiplicity is 2. For the frontier orbital gap (spin up / spin down), the calculation gives 0.145 / 0.133 hartree.

---

3.
This record from the Open Molecules 2025 dataset describes C42H35N9S3Ti as an isolated structure in a non-equilibrium geometry. The level of theory is ωB97M-V with the def2-TZVPD basis set.

```
90
Properties=species:S:1:pos:R:3:mulliken_charge:R:1
Ti 1.51 2.06 -0.90 0.004
N 2.45 3.92 -4.51 0.107
C 2.68 2.77 -3.89 -0.185
N 2.26 2.86 -2.64 -0.038
C 1.75 4.14 -2.56 0.207
N 1.86 4.78 -3.70 -0.506
C 1.20 4.72 -1.34 0.358
C 0.65 6.01 -1.31 -0.393
N 0.17 6.52 -0.20 -0.431
C 0.29 5.83 0.92 -0.579
C 0.84 4.54 0.93 -0.258
N 1.24 3.97 -0.21 0.110
H 2.68 4.21 -5.46 0.233
H 3.17 1.91 -4.33 0.540
H 0.60 6.61 -2.21 0.516
H -0.06 6.31 1.83 0.440
H 0.94 3.97 1.85 0.796
N 2.28 0.87 0.18 -0.691
S 1.92 -0.22 1.19 1.964
N 0.85 -1.26 0.57 0.090
S -0.72 -1.39 0.59 1.516
N -1.51 -0.24 -0.18 -0.050
S -1.14 0.42 -1.60 1.341
N -0.12 1.55 -1.40 0.333
C -0.46 -0.91 -2.61 0.432
C -1.27 -1.96 -3.02 -0.208
C -0.70 -3.01 -3.73 -1.128
C 0.65 -3.00 -4.01 -0.766
C 1.46 -1.95 -3.58 -1.092
C 0.90 -0.90 -2.87 -0.061
C -2.62 1.21 -2.24 0.397
C -3.13 0.95 -3.50 -0.299
C -4.16 1.74 -3.98 -0.888
C -4.66 2.79 -3.22 -0.607
C -4.15 3.03 -1.94 -0.806
C -3.12 2.24 -1.45 -0.549
C -1.04 -3.00 -0.13 0.565
C -2.38 -3.35 -0.28 -0.976
C -2.69 -4.63 -0.72 -0.780
C -1.67 -5.53 -0.98 -0.639
C -0.34 -5.17 -0.82 -0.879
C -0.01 -3.89 -0.39 -0.344
C -1.50 -1.41 2.19 1.068
C -0.95 -2.22 3.18 -0.796
C -1.63 -2.40 4.37 -0.852
C -2.87 -1.79 4.55 -0.704
C -3.42 -0.99 3.56 -0.794
C -2.74 -0.80 2.37 -0.292
C 1.12 0.58 2.60 0.786
C 1.49 0.35 3.91 -0.341
C 0.83 1.03 4.92 -0.905
C -0.22 1.89 4.62 -0.893
C -0.59 2.10 3.30 -1.029
C 0.09 1.46 2.27 -0.113
C 3.34 -1.21 1.64 0.037
C 4.58 -0.87 1.11 -0.479
C 5.70 -1.58 1.52 -0.860
C 5.57 -2.61 2.44 -0.647
C 4.32 -2.97 2.93 -0.844
C 3.20 -2.27 2.53 -0.158
H -2.33 -1.97 -2.80 0.758
H -1.33 -3.83 -4.06 0.535
H 1.09 -3.82 -4.57 0.508
H 2.51 -1.96 -3.80 0.524
H 1.51 -0.06 -2.49 0.425
H -2.75 0.14 -4.11 0.487
H -4.57 1.55 -4.96 0.481
H -5.44 3.42 -3.61 0.459
H -4.55 3.83 -1.34 0.471
H -2.71 2.40 -0.47 0.451
H -3.15 -2.63 -0.05 0.567
H -3.72 -4.92 -0.83 0.514
H -1.91 -6.54 -1.30 0.498
H 0.45 -5.88 -1.01 0.542
H 1.01 -3.59 -0.24 0.568
H 0.00 -2.71 3.00 0.218
H -1.22 -3.04 5.13 0.545
H -3.41 -1.95 5.47 0.500
H -4.39 -0.54 3.70 0.534
H -3.15 -0.20 1.57 0.545
H 2.30 -0.33 4.15 0.629
H 1.13 0.90 5.95 0.522
H -0.74 2.42 5.41 0.522
H -1.42 2.76 3.07 0.612
H -0.17 1.62 1.22 0.436
H 4.65 -0.07 0.38 0.384
H 6.67 -1.32 1.13 0.487
H 6.45 -3.14 2.78 0.467
H 4.22 -3.79 3.62 0.499
H 2.22 -2.54 2.90 0.332
```

The calculation puts the largest force on an atom at 1.80 eV Å⁻¹. Its energy relative to the best compared isomer or geometry (same formula, charge and spin) is 71.8 kJ/mol. The net charge is +4. The calculation puts the HOMO energy at -18.98 eV. For the frontier orbital gap, the calculation gives 0.265 hartree.

---

4.
This record from the Open Molecules 2025 dataset describes H5P3 as an isolated structure in a non-equilibrium geometry. The level of theory is ωB97M-V with the def2-TZVPD basis set.

```
8
Properties=species:S:1:pos:R:3:mulliken_charge:R:1
P -1.84 -0.55 -0.19 -0.066
P 1.66 -0.57 -0.17 -0.149
P -0.13 0.75 0.00 -0.120
H -1.15 -1.26 0.67 0.025
H -2.59 -0.07 0.99 0.071
H 2.29 0.59 -0.81 0.097
H 1.94 -0.36 1.21 0.095
H -0.19 1.47 -1.70 0.049
```

The calculation puts the largest force on an atom at 3.96 eV Å⁻¹. Its energy relative to the best compared isomer or geometry (same formula, charge and spin) is 115.2 kJ/mol. The calculation puts the HOMO energy at -8.43 eV. For the frontier orbital gap, the calculation gives 0.320 hartree.

---

5.
This record from the Open Molecules 2025 dataset describes C18H12F6N4O2PV as an isolated structure. The level of theory is ωB97M-V with the def2-TZVPD basis set.

```
44
Properties=species:S:1:pos:R:3:mulliken_charge:R:1
V 0.11 -0.14 -0.47 0.042
O 2.16 -0.60 3.08 -0.748
C 1.69 -0.29 2.00 0.097
N 0.61 -0.77 1.36 0.512
C -0.19 -1.85 1.82 0.828
C 0.07 -2.69 2.89 -0.896
C -0.84 -3.69 3.20 -0.583
C -2.00 -3.85 2.46 -0.548
C -2.28 -3.02 1.39 -0.658
C -1.37 -2.02 1.07 -0.306
N -1.52 -1.04 0.06 0.157
C -2.70 -0.54 -0.38 -0.194
O -3.80 -1.06 -0.42 -0.686
C -2.53 0.91 -0.80 0.789
C -3.60 1.66 -1.25 -0.795
C -3.41 3.01 -1.49 -0.235
C -2.16 3.57 -1.29 -0.878
C -1.13 2.75 -0.86 -0.015
N -1.31 1.45 -0.62 0.358
C 2.37 0.79 1.17 0.748
C 3.51 1.42 1.64 -0.704
C 4.13 2.35 0.84 -0.296
C 3.60 2.63 -0.42 -1.014
C 2.46 1.96 -0.82 -0.096
N 1.85 1.07 -0.03 0.378
H 0.97 -2.55 3.47 0.460
H -0.64 -4.35 4.04 0.386
H -2.70 -4.64 2.72 0.390
H -3.18 -3.13 0.80 0.483
H -4.55 1.16 -1.37 0.519
H -4.23 3.62 -1.84 0.430
H -1.97 4.62 -1.46 0.411
H -0.13 3.13 -0.70 0.518
H 3.88 1.14 2.62 0.518
H 5.03 2.86 1.17 0.429
H 4.07 3.34 -1.09 0.408
H 2.02 2.11 -1.80 0.574
F 1.34 -1.60 -1.36 -0.274
P 1.13 -1.40 -3.05 1.255
F 0.82 -1.00 -4.54 -0.336
F 0.35 0.09 -2.52 -0.436
F 2.48 -0.56 -3.04 -0.334
F 1.85 -2.75 -3.34 -0.323
F -0.29 -2.09 -2.87 -0.338
```

The calculation puts the largest force on an atom at 0.40 eV Å⁻¹. Its energy relative to the best compared isomer or geometry (same formula, charge and spin) is 5.9 kJ/mol. The calculation puts the HOMO energy (spin up / spin down) at -7.93 / -7.98 eV. Its spin multiplicity is 3. For the frontier orbital gap (spin up / spin down), the calculation gives 0.257 / 0.263 hartree.

---

6.
This record from the Open Molecules 2025 dataset describes C24H24N3O2PtSSbSe as an isolated structure in a non-equilibrium geometry. The level of theory is ωB97M-V with the def2-TZVPD basis set.

```
57
Properties=species:S:1:pos:R:3:mulliken_charge:R:1
Pt -1.40 -2.33 -0.15 0.173
S 1.27 -2.46 1.54 0.054
C 2.81 -2.32 0.81 0.334
N 3.60 -1.26 0.91 0.138
C 4.84 -1.41 0.14 -0.476
C 4.74 -2.87 -0.36 -0.519
N 3.38 -3.25 0.06 -0.124
H 3.39 -0.45 1.47 0.068
H 5.71 -1.23 0.76 0.351
H 4.85 -0.69 -0.68 0.315
H 5.48 -3.52 0.11 0.346
H 4.85 -2.94 -1.44 0.305
H 3.00 -4.17 -0.08 0.185
C -5.75 -1.04 -0.46 -1.194
C -4.25 -1.05 -0.29 0.990
O -3.69 0.11 -0.20 -0.535
O -3.66 -2.14 -0.21 -0.699
H -6.10 -0.04 -0.70 0.312
H -6.21 -1.39 0.46 0.315
H -6.02 -1.75 -1.25 0.379
C -2.22 5.14 -0.19 -0.603
C -0.99 4.58 0.14 -0.714
C -0.81 3.21 0.07 -0.122
C -1.87 2.41 -0.32 0.304
C -3.11 2.94 -0.64 -0.716
C -3.28 4.32 -0.57 -0.527
Sb -1.45 0.29 -0.38 1.302
C -0.62 0.32 1.62 0.418
C -1.45 0.41 2.71 -0.597
C -0.89 0.42 3.99 -0.631
C 0.48 0.32 4.15 -0.790
C 1.32 0.23 3.05 -0.350
C 0.77 0.22 1.76 -0.583
C 0.21 0.42 -1.85 0.960
C 0.51 1.61 -2.49 -0.470
C 1.59 1.64 -3.36 -0.619
C 2.33 0.50 -3.61 -0.649
C 2.00 -0.70 -2.99 -0.732
C 0.92 -0.75 -2.11 -0.479
H -2.36 6.21 -0.13 0.413
H -0.17 5.22 0.44 0.435
H 0.15 2.78 0.34 0.359
H -3.93 2.31 -0.94 0.502
H -4.23 4.76 -0.82 0.429
H -2.53 0.50 2.59 0.501
H -1.54 0.50 4.86 0.441
H 0.91 0.32 5.15 0.450
H 2.39 0.18 3.19 0.346
H 1.41 0.20 0.88 0.790
H -0.08 2.50 -2.34 0.470
H 1.85 2.57 -3.87 0.433
H 3.16 0.53 -4.30 0.427
H 2.54 -1.61 -3.23 0.501
H 0.63 -1.68 -1.65 0.080
Se -0.62 -7.05 0.40 0.226
C -0.85 -5.35 0.10 0.476
N -1.01 -4.21 -0.10 -0.399
```

The calculation puts the largest force on an atom at 1.84 eV Å⁻¹. Its energy relative to the best compared isomer or geometry (same formula, charge and spin) is 210.4 kJ/mol. The net charge is +2. The calculation puts the HOMO energy (spin up / spin down) at -13.30 / -14.15 eV. Its spin multiplicity is 5. For the frontier orbital gap (spin up / spin down), the calculation gives 0.291 / 0.191 hartree.